(1)
19
Properties=species:S:1:pos:R:3:forces:R:3 method="wB97M-V/def2-TZVPD" smiles="CNC(=O)[C@H]([NH3+])CS" total_energy_ha=-741.6489 molar_mass_g_mol=135.212 relative_energy_ev=2.379 total_charge=+1
S 1.81412 1.87482 0.20847 0.7682 0.1867 0.2088
O -1.95071 -1.04454 -0.36738 -3.8063 0.1032 1.0719
N -1.46431 0.87398 1.41227 -3.1067 -0.9636 1.8727
N -0.03760 -1.66629 -1.09593 1.2182 -0.7620 -0.9759
C -0.29229 0.35325 0.54281 -0.2938 -0.6579 1.0609
C 1.36338 -1.96029 -0.81357 1.1439 0.4167 0.0085
C 0.14905 1.50093 -0.33537 -1.3762 2.7378 1.9968
C -0.77066 -0.94325 -0.27213 -0.0583 1.9647 -0.5084
H -1.72848 1.94051 1.52673 0.7693 -2.5678 -1.2600
H 0.38368 0.11453 1.37011 0.6419 -0.0708 -0.7389
H -1.35321 0.61711 2.41681 0.6573 0.1155 -0.6797
H -2.35150 0.22500 1.24101 1.5754 1.6748 -0.8217
H -0.63333 -2.33717 -1.70346 1.5283 1.6023 1.5191
H 1.39543 -3.02214 -0.92680 0.8079 -0.6849 0.1934
H 2.14001 2.88962 -0.60856 -0.2284 -0.0810 -0.0753
H -0.60294 2.40557 -0.04526 1.9133 -1.8568 -1.2340
H 0.10735 1.32690 -1.36871 -0.2675 -0.4150 -1.3266
H 1.62778 -1.66881 0.21573 -0.3939 -0.4092 -0.1823
H 2.20424 -1.47973 -1.39680 -1.4925 -0.3328 -0.1292

=====

(2)
17
Properties=species:S:1:pos:R:3:forces:R:3 method="wB97M-V/def2-TZVPD" total_energy_ha=-2155.3522 molar_mass_g_mol=225.920 relative_energy_ev=1.013 total_charge=0
Cl 2.33353 -1.36579 -1.37129 -0.1140 -0.6920 -1.5406
Cl 4.38797 -0.59810 0.77344 1.0268 -0.1938 0.2780
P 2.37092 -0.49425 0.41400 -0.1691 0.4649 1.4493
P 2.65904 1.65048 -0.18961 0.5391 -0.2030 -0.3393
P 0.71634 2.46624 -0.38905 -0.8506 0.1542 0.3601
O 0.10397 0.11646 0.02608 -1.0118 0.2474 -0.1054
N -1.01184 -0.53003 0.10270 0.6074 0.2908 -0.1636
C -1.66739 -0.65299 1.37434 0.0874 -0.0676 0.4832
C -1.81426 -0.63685 -1.08447 0.0149 -0.0594 -0.4365
H -2.13875 -1.63458 1.42569 -0.0658 0.0219 0.0480
H -2.54377 0.18016 -1.14721 0.0336 0.0121 0.0638
H -1.15529 -0.59169 -1.94975 -0.0339 -0.0378 0.0693
H -2.34626 -1.58821 -1.07649 -0.0402 0.0243 -0.0162
H -0.91856 -0.57190 2.16006 -0.0376 -0.0065 -0.0772
H 2.81647 1.99835 1.15505 0.0765 0.1139 0.3811
H 0.63962 2.13580 -1.74621 -0.0705 -0.1407 -0.3682
H -2.43173 0.11692 1.52273 0.0077 0.0714 -0.0858

=====

(3)
75
Properties=species:S:1:pos:R:3:forces:R:3 method="wB97M-V/def2-TZVPD" multiplicity=2 total_energy_ha=-4378.4141 molar_mass_g_mol=813.789 total_charge=+2
Re -0.63222 0.21473 0.23722 -1.1894 0.4390 0.3177
Br -6.00500 -0.48551 -1.72880 0.1443 0.0946 0.1862
O -0.55178 1.57188 -0.93622 0.5447 -1.2329 0.7420
O -0.61741 -1.09471 1.46911 0.5292 0.6631 -0.9367
N -2.70099 0.45669 0.50764 -0.3547 0.1042 0.1165
N 1.48538 -0.14179 -0.08960 0.2658 -0.1078 -0.0896
C -1.24328 2.01190 -3.68560 0.0756 0.0673 0.0337
C -3.53786 0.06269 -0.46764 -0.1404 -0.0822 -0.1283
C -4.58173 1.04104 1.84988 -0.0268 -0.0116 0.0435
C -1.62216 -2.80976 5.08611 -0.0364 -0.0179 0.0357
C 0.32540 -5.13788 -1.15084 0.0619 0.0094 -0.0009
C -0.02376 4.06734 -3.43655 0.0284 -0.0664 0.1471
C -4.91008 0.11769 -0.32366 -0.1824 -0.0667 -0.1451
C 4.17997 -0.66162 -0.58761 -0.0371 0.0049 -0.0033
C 0.60680 -3.78185 3.74368 0.0073 0.1753 -0.1274
C 2.24254 -0.82106 0.81400 0.1403 0.1332 0.0128
C 1.54639 -3.81326 0.45116 -0.0459 0.0861 0.0538
C 3.29715 4.43154 -0.86192 0.0167 0.0311 0.0015
C 3.57669 -1.09859 0.57491 0.0017 0.0937 -0.0667
C -0.88552 -3.85123 5.62787 -0.0636 0.0036 -0.0109
C 1.51609 -4.79838 -0.52682 0.0253 -0.0882 -0.0159
C -0.11740 -2.71996 3.20976 -0.4065 0.3789 0.0084
C -0.68932 4.58273 -4.53991 -0.0463 0.0163 -0.0907
C -1.24447 -2.24893 3.87532 0.2643 0.0262 -0.0869
C -0.82264 -3.50159 0.17745 0.1715 0.0503 0.0726
C 2.55827 3.45556 -1.51173 -0.0747 -0.0955 0.0245
C 0.37694 -3.15363 0.80493 -0.2882 0.3178 -0.1360
C -0.84598 -4.48139 -0.80220 -0.0445 -0.0150 0.0469
C 0.22539 -4.33871 4.95198 -0.0065 -0.0414 0.0029
C -1.62290 3.81710 -5.22022 0.0386 0.0235 0.0303
C 0.77768 3.75728 0.07726 0.0829 -0.0708 -0.1524
C 1.29082 3.11635 -1.04782 -0.3172 -0.0631 0.2455
C -5.45133 0.60840 0.85941 0.1640 -0.0094 -0.1021
C 1.63546 -1.29659 2.10125 -0.4950 0.1892 -0.2263
C 2.77740 5.07652 0.25193 0.0126 0.0367 -0.0264
C 3.41123 0.02875 -1.50526 -0.0175 -0.0481 0.0796
C 1.51967 4.73538 0.72316 -0.0101 0.0368 0.0287
C 1.24580 0.91674 -2.32112 -0.4976 -0.1404 0.4797
C 0.32498 -2.07798 1.89853 0.8127 -1.5044 0.5580
C -3.22131 0.94405 1.65048 -0.0075 0.1013 0.0487
C 2.07126 0.25856 -1.25327 0.0690 -0.1042 -0.0643
C -0.28642 2.77139 -3.01044 -0.3088 -0.2093 0.2305
C -1.91019 2.53204 -4.78113 -0.0158 -0.1055 -0.0162
C 0.42889 2.12522 -1.81988 0.9285 1.0409 -1.2289
H 4.13300 -1.66750 1.30619 0.0041 0.0499 0.0413
H -6.52332 0.65308 0.99567 -0.0055 0.0204 -0.0036
H 0.68883 4.68528 -2.90926 0.0239 0.0092 -0.0087
H -0.21743 3.51697 0.42971 -0.0280 0.0823 0.0153
H -1.18580 -4.29446 6.56725 0.0215 0.0102 0.0142
H 2.43105 -5.30742 -0.79935 -0.0038 -0.0223 0.0309
H -3.10237 -0.30486 -1.38844 0.0503 -0.0205 0.0419
H 0.52503 0.18370 -2.70072 0.0736 0.0411 -0.1650
H -1.81640 -1.43602 3.44585 -0.0648 0.0032 0.0839
H -4.95957 1.45250 2.77492 0.0201 -0.0297 0.0184
H -1.78103 -4.74974 -1.27594 -0.0017 -0.0148 0.0215
H 1.10353 5.25184 1.57782 0.0107 -0.0286 0.0198
H 0.79099 -5.16414 5.36226 0.0001 0.0032 0.0078
H 1.86976 1.21919 -3.15618 0.0346 -0.0004 0.0122
H -2.49144 -2.42703 5.60394 -0.0080 -0.0433 0.0169
H -1.74405 -3.03205 0.50089 -0.0614 -0.0322 -0.0672
H -2.64735 1.93121 -5.29713 0.0056 0.0125 -0.0138
H 3.83911 0.37415 -2.43524 -0.0241 0.0107 -0.0101
H -2.51966 1.26301 2.41044 0.0159 -0.0182 -0.0142
H -1.46941 1.00482 -3.35028 -0.0378 -0.0096 -0.0574
H 1.37802 -0.43504 2.72685 0.1042 -0.0675 0.1109
H -0.48027 5.59315 -4.86417 0.0251 -0.0087 -0.0061
H 2.48503 -3.58295 0.93800 -0.0007 -0.0051 -0.0104
H 0.30938 -5.92657 -1.89043 0.0017 0.0415 -0.0441
H 4.27427 4.70376 -1.23764 0.0056 -0.0138 0.0021
H 2.34972 -1.89791 2.65612 0.0130 -0.0322 -0.0289
H 3.34459 5.85872 0.73755 0.0196 -0.0289 0.0256
H -2.12541 4.21724 -6.09008 -0.0274 0.0216 0.0236
H 2.96303 2.97853 -2.39559 0.0276 0.0580 -0.0154
H 1.45825 -4.18098 3.20588 0.0258 -0.0389 0.0547
H 5.22352 -0.86760 -0.78369 0.0078 0.0085 0.0122

=====

(4)
64
Properties=species:S:1:pos:R:3:forces:R:3 method="wB97M-V/def2-TZVPD" multiplicity=2 total_energy_ha=-3303.5921 molar_mass_g_mol=858.923 relative_energy_ev=1.808 total_charge=-1
Hg -0.43880 -0.41227 -0.08628 -0.3747 1.4235 -0.1132
S -0.15797 1.05608 3.51719 0.3789 -0.2664 0.6141
S -1.08598 2.53561 1.54314 -1.1068 1.5776 -0.1964
F -1.91568 0.08216 5.19059 0.0206 0.0720 -0.0523
F -3.58189 3.50317 1.79320 0.1261 -0.1862 0.0262
F -0.13951 -1.12597 4.99433 0.1764 0.1056 -0.2092
F -1.66642 -1.19109 3.47290 0.1389 0.1048 -0.3464
F -2.05967 4.86940 2.47862 0.1826 -0.2333 0.0470
F -2.31733 4.51689 0.36701 0.1038 -0.0894 -0.0051
O 0.68105 0.55661 2.46040 0.0916 -0.5412 -0.3326
O -2.94002 4.35902 -4.29766 -0.0060 0.0037 0.0782
O 1.38836 -3.77806 0.88818 -0.0391 -0.1194 -0.0123
O -1.57550 1.80669 0.38884 0.1180 -0.3172 0.4959
O 0.49612 1.66765 4.63050 -0.1851 0.1141 0.1619
O 0.16924 3.21417 1.42341 0.2568 -0.0885 -0.0901
O -0.39485 -2.42089 0.70203 0.1924 -0.7829 0.5017
N -1.40326 -1.94370 -2.74207 -0.0936 -0.3259 -0.0486
N -3.27348 -1.66329 -0.99421 -0.0291 -0.2545 0.0083
N 0.42903 1.42782 -1.63352 -0.0514 0.2463 -0.0073
N -0.43265 -1.21604 -2.17359 0.2343 -0.2584 -1.0437
N 0.90040 -2.62329 0.65704 0.0284 -1.0744 0.3028
N 3.66604 -0.40795 0.11581 0.1243 -0.1522 0.3033
N -2.73213 -0.77719 -0.13969 -0.6116 0.3387 0.0448
N 3.68993 -2.57826 0.96312 0.0350 0.1972 -0.0505
N -1.27461 2.95348 -2.55892 -0.2356 0.0552 0.0446
N 1.62532 -1.54080 0.34852 1.1109 0.6031 0.1607
N -1.38433 1.88395 2.94425 0.0993 -0.2271 -0.2428
N 2.89554 0.70885 -0.23284 -0.1677 0.1492 -0.1409
C -2.33507 3.92640 1.57691 -0.1506 0.0716 0.0402
C -1.05313 4.37156 -2.76765 -0.0077 0.1936 -0.2048
C -2.66249 2.53755 -2.70784 -0.2087 -0.0839 -0.1967
C -0.88534 -2.70340 -3.71298 0.2046 -0.0289 -0.0452
C -3.13096 2.96517 -4.09366 -0.0160 -0.1354 0.1323
C -4.56758 -1.63851 0.79954 -0.0815 -0.0200 -0.0089
C -3.50821 -0.74435 0.94240 -0.0070 -0.0670 -0.1782
C 0.47748 -2.46305 -3.78652 -0.0668 -0.0238 -0.0796
C 0.71063 -1.51949 -2.78904 -0.1717 0.0504 -0.0454
C -1.02169 -0.39852 4.30984 -0.2982 0.2020 0.3905
C -1.57930 4.71988 -4.15816 0.0622 0.0341 0.0899
C -4.37197 -2.20026 -0.44928 -0.0440 0.0220 0.2260
C -0.38097 2.15607 -2.02558 0.3956 0.0336 -0.1562
C 2.93072 -1.54389 0.45739 -0.4424 -0.2683 -0.0477
B -2.91983 -1.71153 -2.50232 0.2313 0.2320 0.0845
H -2.72874 1.45631 -2.58447 -0.0523 0.0179 -0.0086
H 3.49034 1.42894 -0.61308 0.0073 -0.0800 -0.0507
H -4.94539 -2.94561 -0.97176 0.0045 0.0316 -0.1229
H 4.35816 -0.23562 0.84306 -0.1343 -0.0597 -0.0118
H 1.61933 -1.02602 -2.48733 0.0608 -0.0153 0.0703
H 1.18175 -2.90080 -4.47088 0.0520 -0.0409 0.0223
H -4.19896 2.78003 -4.20413 0.0342 -0.0184 -0.0201
H -5.35818 -1.84333 1.49805 -0.0283 -0.0318 0.0407
H -3.29074 -0.07047 1.75344 0.1390 -0.0264 0.0589
H -1.52827 5.79608 -4.32606 0.0390 -0.0202 -0.0101
H -2.58403 2.40002 -4.86076 -0.0232 0.0075 0.0427
H 2.34544 1.07383 0.54174 0.0907 -0.0246 0.0792
H 3.09097 -3.40408 1.05575 0.0057 -0.0540 0.0261
H -1.50919 -3.36308 -4.29068 -0.0773 0.0264 0.0077
H -3.27885 3.02543 -1.94382 0.0743 -0.0508 0.0304
H 4.55169 -2.73432 0.45967 -0.0111 0.0853 -0.0130
H -0.97915 4.20293 -4.92057 0.0138 0.0285 0.0454
H -3.51622 -2.61812 -3.01415 -0.1058 -0.1231 -0.0381
H 0.01054 4.59096 -2.68651 -0.0147 0.0147 0.0083
H -3.21023 -0.63939 -2.99199 -0.0803 0.0932 -0.0669
H -1.60447 4.95148 -2.01835 0.0892 -0.0459 0.0116

=====

(5)
29
Properties=species:S:1:pos:R:3:forces:R:3 method="wB97M-V/def2-TZVPD" total_energy_ha=-843.3577 molar_mass_g_mol=176.305 relative_energy_ev=5.158 total_charge=+1
S 2.53498 -1.49389 0.86600 1.5063 -0.8123 -0.9890
O 0.32795 -1.08689 -1.11333 -3.7282 -3.3967 1.7394
N 0.36911 1.02269 0.16278 0.0425 0.1382 4.0480
C 0.61265 1.72353 -0.97890 0.6951 0.2674 -4.0491
C -2.84060 -1.33859 -0.04592 5.3759 1.4905 -3.1273
C 1.23687 0.93413 1.09210 2.0924 -0.3365 -1.0504
C 3.37726 -0.74207 -0.67012 -3.3785 -0.9738 0.2575
C -2.06045 1.60383 0.35665 0.2285 -1.3462 -1.1122
C -0.93730 0.50551 0.40175 -2.1885 -1.8393 -0.8033
C -2.82032 -1.86796 1.11507 -1.9094 -0.7150 1.9615
C -1.24867 -0.64830 -0.63009 0.1626 1.4612 -1.5875
H 1.34987 2.45837 -0.82954 0.8646 1.0261 0.2016
H -3.51001 -1.12353 -0.84146 -0.8766 -0.1725 -0.0187
H 3.72580 -1.90159 1.38941 -0.5931 0.2130 0.1074
H -0.27410 2.18178 -1.40429 -0.0431 -0.0859 0.0396
H 4.15626 -1.40147 -1.01847 0.2284 0.2913 -0.0783
H 1.16074 0.29171 1.92791 -0.9533 0.0247 0.9666
H -1.47400 -0.24050 -1.66849 -0.1288 -0.2638 1.5553
H -2.52226 1.41224 -0.65252 -0.5006 0.2434 1.3204
H -3.74689 -2.15413 1.60014 -0.0819 -0.2133 -0.0791
H 2.28561 1.24505 0.91177 -1.0264 0.5360 0.1079
H -1.96714 -1.96139 1.72742 1.0194 -0.1395 0.3634
H 2.49768 -0.62734 -1.38939 1.5174 -0.4124 0.6949
H 1.01950 0.98567 -1.69216 -0.3282 0.5265 -0.1748
H -1.52840 2.51789 0.13036 -0.3391 0.7360 0.9156
H -0.86159 0.02310 1.35438 -0.2400 -0.1567 0.6853
H 3.57947 0.21673 -0.28698 1.3311 1.0599 -0.2479
H 0.33242 -2.11774 -1.05859 0.1339 2.6141 -0.1869
H -2.77443 1.58316 1.24453 1.1177 0.2352 -1.4599

=====

(6)
83
Properties=species:S:1:pos:R:3:forces:R:3 method="wB97M-V/def2-TZVPD" total_energy_ha=-4868.3124 molar_mass_g_mol=821.274 total_charge=+1
Cl -2.41803 4.48763 0.74346 0.3317 -0.6841 1.4977
S 4.10933 -3.65948 1.25103 -0.0143 -0.2890 0.1158
S -0.28726 -5.44517 -7.65086 0.0785 0.3772 0.2762
S 4.39712 6.39733 6.18607 0.0259 0.0220 0.3451
S 0.52584 -0.76525 -2.74303 0.3892 0.1819 -0.1508
S -4.54289 -2.67465 -4.71021 -0.6555 -0.3521 -0.2386
O -1.16021 -4.09345 -7.48392 0.6904 -0.4578 -0.2329
O -4.82384 -3.25401 -6.19250 -0.0675 0.4674 0.7304
O 1.89135 -0.69503 -1.87499 -0.8532 0.2586 0.0086
O -5.44821 -3.73537 -3.89060 0.7791 0.1971 -0.3400
O 3.35858 -5.00418 1.74482 0.1738 0.5346 -0.6288
O 0.47802 -5.38284 -6.22530 -0.6939 -0.2121 -0.4558
O 4.25495 5.06315 7.09326 -0.2392 0.2925 -0.7094
O -0.46136 1.87621 2.80998 -0.0772 -1.6385 0.2413
O 2.88940 6.95246 6.38871 0.6022 -0.1752 0.1997
O 4.73282 -3.92852 0.00071 -0.0699 0.1636 0.5818
O 4.80925 -3.10180 2.36018 -0.1665 -0.0175 -0.6014
O 2.78636 -2.75760 0.98689 0.3086 -0.3241 0.4708
O 0.67055 -5.23117 -8.68449 -0.5326 -0.2680 0.2123
O -1.17101 -6.56344 -7.63793 0.4655 0.2731 -0.1351
O -5.15271 -1.39058 -4.61024 0.5986 -0.3352 -0.0190
O 4.55654 6.00051 4.82588 0.0631 0.1227 0.4889
O -3.17318 -2.90530 -4.38334 -0.7130 0.4823 0.3347
O 5.29136 7.29103 6.83859 -0.3231 -0.2756 -0.5534
O 0.81185 0.51125 -3.69159 0.1110 -0.6513 0.2999
O -0.56812 -0.45728 -1.88122 0.3925 -0.3401 -0.1617
O 0.56827 -1.93804 -3.54974 -0.3520 0.4871 0.3803
N -0.47299 3.11601 2.26625 -0.0906 3.5788 -1.6713
C -3.43300 1.58104 1.79692 0.2137 -0.6311 0.7284
C 0.32163 -4.07565 -5.66848 0.2595 0.5708 -0.1142
C 2.81935 0.16934 -2.53087 0.4677 -0.0113 -0.5649
C 0.02254 3.34615 0.91531 1.6147 -1.4305 -1.6364
C -5.51664 -4.50149 -6.09869 0.0636 -0.7079 0.0801
C 1.60547 0.61470 1.97199 -0.3260 1.2139 -0.3599
C 0.36988 4.02084 3.18310 2.3734 -0.0386 2.0983
C -2.99866 2.69647 2.85835 -1.2529 0.0180 -0.5804
C -1.04134 -3.60794 -6.14274 -0.0744 -0.1902 0.5301
C 0.18811 3.64071 4.68571 -0.4332 -0.4774 -0.6397
C 0.00462 0.77650 2.02775 1.5585 -3.2193 -1.0052
C 0.03990 3.16141 5.80000 0.6025 -0.1276 -0.7283
C -6.30774 -4.42083 -4.80520 -0.5687 0.1204 -0.3914
C 3.07517 5.16367 7.89145 -0.1347 0.3695 0.5051
C 2.09870 5.96172 7.04535 -0.3004 -0.4039 -0.0559
C 1.95793 1.21679 -3.21250 0.2322 0.3210 0.2258
C 0.57019 3.36090 -0.18426 -0.4557 1.0684 1.6755
C 1.99981 -4.69818 2.04872 -0.3220 0.2888 0.4799
C 1.62249 -3.58590 1.08522 -0.2910 -0.3645 -0.3893
C -1.91008 3.72107 2.33897 -2.8449 0.6020 0.9537
H -0.47669 0.64035 1.00156 0.5426 0.8935 1.2680
H -2.85497 0.63925 2.03642 -0.6239 0.9496 -0.5032
H 0.21820 5.11709 2.97023 -0.2809 -1.3393 0.0645
H -4.77322 -5.30207 -6.05885 -0.0646 0.0022 -0.0250
H 0.39451 -4.10788 -4.58373 -0.0125 -0.2614 -0.1507
H -7.21344 -3.82140 -4.93180 0.0165 -0.0752 -0.0288
H 1.45251 3.79313 2.89762 -1.4283 0.2160 0.4895
H -6.57546 -5.40345 -4.41952 0.2108 0.1240 0.1663
H 1.89184 -0.02754 1.07711 -0.4247 0.5734 1.3282
H -0.32706 -0.16491 2.58904 -0.0105 1.6990 -0.4235
H 2.69574 4.17415 8.14401 0.2251 -0.0283 -0.1698
H 1.08960 3.67736 -1.13417 -1.0208 -0.7816 1.5695
H 2.02213 0.21963 2.94999 -0.5744 0.3493 -1.3148
H 1.61825 1.97361 -2.50085 0.0446 -0.0345 -0.0281
H 1.32112 6.43264 7.64674 0.1664 0.1770 -0.0970
H -1.13592 -2.52317 -6.12058 -0.0340 -0.1211 -0.2129
H 2.47733 1.70306 -4.03771 -0.2107 -0.1407 -0.0737
H 0.05788 2.60896 6.78151 -0.2126 1.1696 -1.6193
H 1.37174 -5.58034 1.93260 0.2573 -0.0453 -0.0955
H -6.15846 -4.64723 -6.96682 0.1312 0.2501 0.0032
H 3.37537 -0.42255 -3.26259 0.0245 0.0986 0.0275
H 1.11837 -3.44117 -6.06730 -0.0356 0.0260 0.0802
H -4.53390 1.30913 1.92031 1.5055 0.5475 -0.1608
H -1.91455 4.59150 3.07451 0.4794 -1.2794 -1.0588
H -3.24693 1.86448 0.72148 -0.2184 -0.1700 1.2384
H 1.40306 -3.98073 0.08970 -0.0464 -0.0060 0.0651
H 3.51529 0.60347 -1.81401 -0.1798 -0.1661 0.1310
H -2.75046 2.24483 3.87677 0.0744 0.6782 -1.5199
H 3.33175 5.69882 8.80978 -0.0908 -0.0457 -0.0098
H 2.08324 1.63635 1.78012 -0.5544 -1.3490 0.2608
H 1.95477 -4.35423 3.08613 -0.0814 -0.0176 -0.0367
H -3.94059 3.31753 3.04931 1.4975 -0.4475 -0.2853
H -1.83789 -4.05217 -5.54904 0.1788 0.0422 -0.0698
H 0.77098 -3.00497 1.43998 0.2014 0.1249 -0.0034
H 1.63574 5.33476 6.28004 0.0054 -0.0013 0.0981